Record 1
A structure of composition CHHgO3, computed with the ωB97M-V functional and the def2-TZVPD basis.

Summary:
DFT total energy: -11357.0796 eV
LUMO energy: -8.922 eV
M: 261.606 g mol⁻¹
net charge: +1
HOMO: -16.04 eV

XYZ file:
```
6
Properties=species:S:1:pos:R:3:forces:R:3:lowdin_charge:R:1
H -1.22107 -1.48402 0.15151 -1.20 2.66 -0.95 0.331
O -1.84256 -0.32613 -0.07880 -0.72 -1.11 -1.68 0.118
O -0.14942 1.14147 0.23380 -0.76 2.72 -2.53 -0.072
O 0.07356 -0.99928 -0.05325 1.64 -1.45 -2.09 -0.207
C -0.66029 0.10922 -0.29824 -1.81 -2.79 6.69 -0.688
Hg 1.71362 0.26162 0.29900 2.84 -0.04 0.55 1.518
```
Forces are in eV/Å.

Record 2
A cluster of 3 separate species, C4H8N2O2 in total, computed with the ωB97M-V functional and the def2-TZVPD basis.

Summary:
DFT total energy: -11345.7446 eV
LUMO energy (spin up / spin down): 0.533 / 0.725 eV
M: 116.120 g mol⁻¹
HOMO (spin up / spin down): -7.82 / -6.78 eV
relative energy (zero: lowest compared OMol25 entry of this formula, charge and spin): 8.368 eV

XYZ file:
```
16
Properties=species:S:1:pos:R:3:forces:R:3:lowdin_charge:R:1
C -0.54262 1.37844 -1.08860 -0.11 0.15 0.03 -0.074
N 0.60908 -1.32608 -2.10587 0.97 -0.44 -0.76 -0.032
C -0.91525 0.59755 1.81822 -0.36 1.16 0.40 -0.402
C -0.20326 0.17832 -0.34786 -0.23 -0.94 1.35 -0.198
N -0.23308 0.16765 2.89757 0.03 -0.13 0.09 0.118
C 0.02366 -0.95716 0.05118 0.41 0.57 -1.08 0.069
O 1.99114 -1.63635 -2.01972 -0.59 0.23 -0.17 -0.147
O -1.88709 1.30283 1.82498 0.07 -0.22 0.06 0.033
H 2.42080 -0.83376 -2.35263 -0.19 -0.22 0.16 0.079
H 0.18337 -2.25331 -2.03841 0.10 -0.06 0.10 0.041
H 0.63427 -0.32523 2.78402 -0.04 0.04 -0.05 0.083
H -0.48610 0.49347 3.82643 -0.01 -0.09 -0.23 0.106
H 0.31375 -1.83385 0.58086 -0.12 -0.02 0.03 0.070
H -0.86433 1.10899 -2.09494 0.07 -0.05 0.04 0.086
H -1.36058 1.89043 -0.57676 0.06 0.03 0.00 0.078
H 0.31623 2.04803 -1.15847 -0.06 -0.01 0.02 0.090
```
Forces are in eV/Å.

Record 3
An isolated molecule of C7H10O2, computed with the ωB97M-V functional and the def2-TZVPD basis.

Summary:
DFT total energy: -11512.6978 eV
LUMO energy: 1.071 eV
M: 126.155 g mol⁻¹
HOMO: -9.54 eV
relative energy (zero: lowest compared OMol25 entry of this formula, charge and spin): 3.159 eV

XYZ file:
```
19
Properties=species:S:1:pos:R:3:forces:R:3:lowdin_charge:R:1
C 0.45150 1.38490 -1.35401 -0.03 0.84 -0.57 -0.119
O 0.18140 1.99086 -0.03784 0.02 0.85 -0.75 -0.061
C -0.32110 0.84300 0.58974 -0.01 -0.09 -0.43 -0.328
C -0.90438 0.38486 1.92867 0.40 0.54 -0.24 -0.073
O -1.02423 -0.99124 1.53567 -1.35 -0.61 0.83 -0.088
C -0.05374 -1.35213 0.58361 1.44 0.45 -0.57 -0.265
C -0.24918 -1.27485 -0.96595 -1.18 -0.41 -1.08 -0.067
C 0.80501 -0.10192 -1.11777 0.54 -0.04 1.09 -0.171
C 0.82296 -0.10459 0.43191 0.51 -2.04 -0.31 -0.166
H -0.40733 1.49289 -2.02353 -0.38 0.02 0.32 0.122
H 1.23931 1.96943 -1.85699 0.01 -0.32 0.56 0.125
H -1.06281 0.48766 -0.15374 -0.36 0.25 1.04 0.140
H -1.89039 0.80142 2.16458 0.22 -0.32 0.00 0.130
H -0.21574 0.45554 2.79572 -0.37 0.23 -0.43 0.134
H 0.38226 -2.32276 0.82469 -0.08 0.17 0.40 0.148
H -1.28996 -1.12599 -1.37719 1.03 -0.01 0.46 0.131
H 0.09801 -2.23854 -1.36819 0.08 0.48 -0.22 0.107
H 1.72320 -0.35426 -1.64910 -0.18 -0.27 0.07 0.134
H 1.71519 0.05572 1.04971 -0.32 0.27 -0.17 0.165
```
Forces are in eV/Å.

Record 4
A cluster of 7 separate species, C4H21NO8 in total, computed with the ωB97M-V functional and the def2-TZVPD basis.

Summary:
DFT total energy: -22356.8502 eV
LUMO energy: 0.063 eV
M: 211.211 g mol⁻¹
HOMO: -9.92 eV
relative energy (zero: lowest compared OMol25 entry of this formula, charge and spin): 2.923 eV

XYZ file:
```
34
Properties=species:S:1:pos:R:3:forces:R:3:lowdin_charge:R:1
C -0.33446 1.54065 -0.87393 -1.96 -0.91 -1.31 -0.144
N -0.16002 1.58406 0.56490 1.12 1.91 1.42 -0.080
C 1.31519 1.47397 0.94039 -0.77 -2.19 0.90 -0.274
C 2.26611 2.50186 0.32506 -0.18 -2.29 -1.46 -0.044
C 1.65185 0.01257 0.41132 1.60 -1.33 1.57 -0.363
O 2.09397 -0.32209 -0.67125 -1.41 0.84 1.82 0.088
O 1.56127 -0.92943 1.50933 0.18 -0.53 -2.94 -0.019
H -0.60950 0.50094 -1.21113 0.21 0.65 0.51 0.064
H 0.45917 1.76938 -1.58549 0.55 0.50 0.70 0.073
H -1.19296 2.13881 -1.21765 0.22 -0.04 0.41 0.096
H -0.66635 2.38152 1.11385 1.51 -1.83 -1.72 0.151
H 1.38740 1.40927 2.12204 -0.11 0.28 -2.50 0.181
H 2.20039 3.31613 0.99086 -0.18 1.87 -0.44 0.069
H 3.29468 2.20377 0.26626 0.80 -0.69 1.16 0.075
H 2.18961 2.44317 -0.80431 -0.98 1.44 1.23 0.100
H 1.51910 -1.91101 1.16706 0.39 2.68 0.62 0.160
O 2.61049 -1.53675 -2.98981 -0.53 -2.18 0.87 -0.066
H 2.53885 -0.64529 -3.26301 -0.27 1.39 -0.11 0.000
H 2.04092 -1.66013 -2.19118 0.99 0.64 -1.15 0.018
O -2.85369 0.27729 -3.02121 -4.05 0.38 -1.10 -0.012
H -3.14149 -0.42508 -2.45002 0.14 -0.47 0.56 0.007
H -1.96278 0.35549 -2.94140 3.94 0.16 0.46 -0.050
O -0.44897 -2.87524 0.26449 2.75 0.34 -0.74 -0.028
H -0.04755 -2.80639 -0.62180 0.37 0.07 0.55 0.078
H -1.28552 -3.15155 -0.01421 -2.69 -0.61 0.00 0.022
O -0.90878 -1.03739 2.29864 2.54 2.53 0.03 -0.122
H -0.12796 -0.32714 2.38823 -2.84 -2.31 0.11 0.087
H -0.46272 -1.56347 1.60732 -0.87 -0.14 0.38 -0.028
O -2.63363 1.50525 2.40621 -0.30 0.80 -0.65 -0.080
H -2.07233 0.77817 2.10046 -0.01 -0.10 -0.12 -0.023
H -2.83345 2.07641 1.63046 0.22 -0.84 0.78 0.043
O -2.49385 -1.25164 -0.51368 -3.94 -0.98 -0.49 -0.029
H -1.72299 -0.86214 -0.22491 2.70 1.39 1.29 -0.047
H -3.19097 -0.92373 0.10551 0.88 -0.42 -0.67 0.098
```
Forces are in eV/Å.

Record 5
A cluster of 2 separate species, C3H10N2S in total, computed with the ωB97M-V functional and the def2-TZVPD basis.

Summary:
DFT total energy: -17085.9329 eV
LUMO energy: -0.716 eV
M: 106.194 g mol⁻¹
HOMO: -7.11 eV
relative energy (zero: lowest compared OMol25 entry of this formula, charge and spin): 2.671 eV

XYZ file:
```
16
Properties=species:S:1:pos:R:3:forces:R:3:lowdin_charge:R:1
C 1.11171 -1.21168 2.11013 -0.34 -0.60 -1.10 -0.024
N 2.28879 -0.69086 1.88340 -0.36 -0.22 -0.01 0.098
H 0.95895 -1.80784 2.99720 -0.13 0.44 0.33 0.096
H 0.41281 -1.31464 1.30539 0.02 -0.06 -0.04 -0.035
H 2.42608 -0.23189 0.99489 0.27 0.07 0.09 0.123
H 3.05752 -0.87488 2.50517 0.05 0.49 0.08 0.121
C -1.50678 0.75798 -1.66746 -0.48 -0.27 0.27 -0.407
C -1.10664 -0.24636 -0.57195 0.20 0.31 -0.08 -0.683
S -0.88053 0.60771 1.02219 0.36 0.01 0.55 0.393
N -0.51335 1.77574 -1.98363 0.00 -0.21 0.30 -0.029
H -2.42454 1.21804 -1.29651 0.08 0.39 -0.07 0.090
H -1.82940 0.22652 -2.56922 0.36 -0.05 -0.07 0.099
H -0.15762 -0.71157 -0.87016 -0.13 -0.30 -0.06 0.043
H -1.90518 -0.98407 -0.50344 0.13 -0.23 0.05 0.048
H 0.33712 1.29754 -2.27086 -0.02 0.06 -0.16 0.052
H -0.26895 2.19025 -1.08514 0.00 0.18 -0.09 0.016
```
Forces are in eV/Å.

Record 6
A structure of composition C34H34AsNO3PSTeTi, computed with the ωB97M-V functional and the def2-TZVPD basis.

Summary:
DFT total energy: -154812.7759 eV
LUMO energy: -3.673 eV
M: 818.080 g mol⁻¹
net charge: +1
HOMO: -10.72 eV
relative energy (zero: lowest compared OMol25 entry of this formula, charge and spin): 0.000 eV

XYZ file:
```
77
Properties=species:S:1:pos:R:3:forces:R:3:lowdin_charge:R:1
Ti 0.55393 -0.17405 -0.87477 0.90 0.31 -0.11 0.485
S 2.38304 -1.16853 0.27877 -0.26 0.28 0.19 0.721
C 2.87035 -0.02774 1.57211 0.17 0.00 -0.06 -0.650
C 4.23249 0.13439 1.81522 0.01 -0.01 0.02 -0.109
C 4.66782 1.01308 2.79945 0.00 -0.04 -0.04 -0.068
C 3.75334 1.73995 3.54600 -0.03 0.01 0.03 -0.069
C 2.39275 1.57976 3.31518 0.11 -0.10 0.09 -0.081
C 1.95518 0.68767 2.34680 -0.08 0.22 -0.04 -0.422
As 0.10782 0.47121 1.85771 0.00 -0.68 0.28 1.311
C -0.28198 -1.29198 2.60027 -0.08 0.11 -0.12 -0.391
C 0.69686 -2.12107 3.12608 0.06 -0.02 0.10 -0.108
C 0.36010 -3.38846 3.58600 -0.02 0.02 -0.01 -0.066
C -0.95375 -3.82856 3.51983 0.00 0.04 -0.01 -0.074
C -1.94027 -2.98728 3.01953 0.03 0.01 0.02 -0.070
C -1.60546 -1.72129 2.56155 -0.02 -0.09 0.01 -0.120
C -0.90214 1.54147 3.10403 0.12 0.34 -0.21 -0.388
C -1.34251 2.79514 2.68932 -0.03 0.05 0.06 -0.130
C -2.04476 3.61336 3.56459 0.02 -0.03 -0.02 -0.079
C -2.30627 3.17503 4.85441 0.00 -0.01 -0.01 -0.070
C -1.86513 1.92448 5.26813 0.00 -0.04 0.01 -0.063
C -1.16258 1.10185 4.39819 -0.04 0.13 0.04 -0.089
H 4.94817 -0.42822 1.22883 0.00 0.00 0.01 0.105
H 5.72866 1.13239 2.97648 0.00 -0.01 -0.01 0.111
H 4.09442 2.42658 4.30923 0.01 0.01 -0.01 0.110
H 1.67501 2.14086 3.90155 -0.02 -0.01 -0.02 0.104
H 1.72360 -1.78276 3.20012 -0.03 -0.04 -0.05 0.095
H 1.12920 -4.02873 3.99787 -0.01 -0.01 -0.01 0.109
H -1.21072 -4.82129 3.86504 -0.01 0.01 0.02 0.107
H -2.97155 -3.31464 2.98955 0.00 -0.01 -0.01 0.107
H -2.38437 -1.06688 2.18889 0.01 0.00 -0.07 0.094
H -1.14249 3.13731 1.67980 0.01 -0.02 -0.02 0.093
H -2.38686 4.58717 3.23889 0.00 0.00 0.01 0.109
H -2.85380 3.80855 5.53980 0.00 -0.01 0.00 0.110
H -2.06973 1.58405 6.27481 0.00 0.01 0.00 0.111
H -0.82508 0.12959 4.73120 0.01 -0.02 -0.02 0.109
N 2.11836 1.30341 -1.49074 -0.06 0.04 -0.18 -0.014
C 2.03310 1.69980 -2.88385 0.02 0.01 0.21 -0.329
C 1.98138 3.04771 -3.19505 0.01 0.03 -0.06 -0.060
C 1.84657 3.44766 -4.51576 0.00 -0.01 -0.02 -0.064
C 1.77084 2.48810 -5.51383 0.01 0.00 0.04 -0.057
C 1.82688 1.14257 -5.18390 0.01 -0.02 -0.05 -0.013
C 1.95650 0.71381 -3.86366 -0.05 -0.11 -0.05 -0.153
C 1.93413 -0.74569 -3.55192 -0.06 0.08 -0.03 -0.180
C 2.59322 -1.62631 -4.40767 0.02 -0.06 -0.02 -0.022
C 2.53803 -2.99739 -4.20214 -0.01 0.01 0.00 -0.050
C 1.79883 -3.52043 -3.14903 -0.01 0.05 -0.08 -0.060
C 1.13089 -2.65658 -2.29535 0.04 0.06 -0.07 -0.148
C 1.20570 -1.26966 -2.46843 0.23 0.02 -0.03 -0.267
H 2.18755 2.13415 -0.90701 -0.02 -0.08 0.05 0.115
H 2.96196 0.75292 -1.32860 -0.04 0.01 0.02 0.084
H 2.05025 3.78770 -2.40477 0.01 -0.01 0.00 0.120
H 1.80489 4.50073 -4.75862 0.00 -0.01 -0.01 0.113
H 1.65794 2.78447 -6.54767 0.00 0.00 0.00 0.112
H 1.73355 0.39765 -5.96384 0.00 0.02 0.00 0.120
H 3.17535 -1.23298 -5.23204 0.00 -0.02 0.00 0.119
H 3.07413 -3.65885 -4.87024 0.00 0.00 0.01 0.112
H 1.75361 -4.58989 -2.98965 -0.02 0.00 -0.01 0.113
H 0.56217 -3.06915 -1.46901 0.01 -0.01 0.03 0.096
C -4.25086 2.06018 0.64916 -0.04 0.04 0.04 -0.069
C -4.43343 0.77329 -0.10925 0.06 -0.11 0.01 -0.224
O -3.20565 -0.02719 -0.01965 -0.16 0.06 0.18 -0.262
P -2.25140 -0.25089 -1.22841 0.26 -0.13 0.30 0.141
O -1.05839 -1.10038 -0.68649 -0.99 -0.07 -0.08 -0.470
Te -1.20245 1.68260 -2.08378 0.09 -0.03 0.05 0.823
O -3.08738 -1.07260 -2.24585 -0.14 -0.35 -0.27 -0.235
C -2.46094 -1.91723 -3.27627 -0.05 0.23 -0.02 -0.213
C -2.43391 -3.34808 -2.81321 -0.01 -0.08 0.03 -0.058
H -5.17212 2.64236 0.59607 0.01 -0.01 0.01 0.092
H -3.44297 2.65692 0.22597 0.00 -0.01 -0.01 0.051
H -4.02875 1.86034 1.69734 0.02 0.01 -0.01 0.079
H -4.68529 0.93005 -1.15850 0.05 0.04 -0.02 0.116
H -5.20166 0.14413 0.33265 -0.02 -0.01 -0.01 0.129
H -1.46273 -1.53090 -3.48960 0.03 0.01 0.05 0.097
H -3.08176 -1.77447 -4.15626 0.00 -0.02 -0.02 0.127
H -1.93386 -3.43721 -1.84920 0.04 0.01 -0.02 0.072
H -1.88390 -3.94614 -3.54119 -0.02 -0.01 0.00 0.091
H -3.44165 -3.75093 -2.72124 0.00 0.01 0.00 0.087
```
Forces are in eV/Å.

Record 7
A cluster of 2 separate species, C4H15N2Si in total, computed with the ωB97M-V functional and the def2-TZVPD basis.

Summary:
DFT total energy: -15239.5803 eV
LUMO energy: -3.953 eV
M: 119.264 g mol⁻¹
net charge: +1
HOMO: -13.27 eV
relative energy (zero: lowest compared OMol25 entry of this formula, charge and spin): 3.569 eV

XYZ file:
```
22
Properties=species:S:1:pos:R:3:forces:R:3:lowdin_charge:R:1
C 1.87201 -2.32909 -1.07972 -3.81 -1.35 0.76 -0.051
C -0.47862 2.99355 1.00562 -1.24 -0.11 0.65 -0.268
C 1.06583 -1.03953 -1.28850 1.75 0.27 0.80 -0.161
C -1.15861 -0.05239 -0.66221 -2.50 -1.38 6.02 0.015
N -1.06002 -0.07774 1.38664 -0.55 -1.01 -4.32 -0.143
N -0.42089 -1.20558 -1.08044 0.16 -2.93 -0.41 -0.013
Si -0.43828 1.36839 2.09501 2.30 1.47 -1.89 0.508
H 1.70191 -2.75921 -0.10334 0.79 0.69 1.11 0.082
H 1.35364 -3.18288 -1.54536 0.29 0.39 -1.14 0.091
H 2.86968 -2.32390 -1.37557 1.57 0.36 -0.37 0.073
H -1.45120 3.50980 0.73726 0.67 -0.46 1.46 0.043
H 0.18818 3.59405 1.66553 -0.52 0.28 -0.86 0.020
H -0.14219 2.98867 -0.02513 1.19 -0.60 0.02 -0.005
H 1.26617 -0.74813 -2.28544 -0.34 0.65 -1.12 0.114
H 1.46365 -0.22337 -0.62943 -0.84 -0.72 -0.33 0.146
H -0.81351 0.88489 -0.91340 0.83 1.69 -0.88 0.059
H -2.25309 -0.24156 -0.63935 0.98 0.35 -0.61 0.125
H -2.05656 -0.09667 1.57912 -0.28 -0.32 -0.21 -0.001
H -0.91951 -1.62966 -1.93090 1.18 0.75 1.01 0.223
H -0.49961 -2.00186 -0.37069 -0.22 1.49 -0.54 0.200
H -1.20421 1.49821 3.32163 0.07 0.11 0.47 -0.036
H 1.11524 1.07403 2.13868 -1.47 0.39 0.40 -0.019
```
Forces are in eV/Å.